Entry from the OMol25 dataset: C5H10NO2 as an isolated structure at a distorted geometry (ωB97M-V/def2-TZVPD).

```
18
C5H10NO2, DFT ωB97M-V/def2-TZVPD
C 0.002 -0.159 -2.590
O -0.524 0.044 -3.864
C -0.945 -0.351 -1.391
C -0.232 -0.326 0.066
C 0.392 0.855 0.686
C 0.523 0.638 2.300
N 1.031 -0.785 2.457
O 0.237 1.746 2.999
H 0.619 0.701 -2.244
H 0.881 -0.929 -2.569
H -1.563 -1.329 -1.560
H -1.750 0.482 -1.406
H -1.193 -0.670 0.666
H 0.552 -1.159 0.134
H -0.359 1.642 0.628
H 1.430 1.038 0.127
H -0.132 -0.446 2.113
H 1.031 -0.993 3.447
```

The net charge is -1. The value obtained for the HOMO-LUMO gap is 4.9 eV. The spin multiplicity is 1. As for the HOMO energy: -0.0840 hartree. The calculation puts the molar mass at 116.14 g mol⁻¹. The calculation puts the energy above the lowest of the compared OMol25 structures with the same formula, charge and spin at 684.5 kJ/mol. For the total energy, the calculation gives -401.56609 Ha.